A cluster of 7 separate species, C14H33N2O8S3 in total, computed with ωB97M-V/def2-TZVPD.

Summary:
Gap between HOMO and LUMO: 7.857 eV
HOMO energy: -5.714 eV
Energy: -66914.16658 eV
Charge: -1

Last column: Mulliken charge in e.
Atoms and positions in Å:
N (1.37, -0.49, -0.20)  1.0219
O (2.20, -1.34, -0.20)  -0.6288
O (0.89, -0.13, -1.25)  -0.7005
O (0.96, -0.06, 0.87)  -0.6430
C (4.31, -3.80, -1.59)  -0.7590
C (3.62, -4.48, -0.45)  0.3979
N (3.10, -4.96, 0.46)  -0.4016
H (3.88, -2.83, -1.85)  0.2398
H (4.24, -4.50, -2.42)  0.2938
H (5.37, -3.73, -1.33)  0.2628
C (-4.68, 2.20, -2.86)  -0.9711
S (-4.06, 1.41, -1.28)  0.5385
O (-4.27, -0.11, -1.41)  -0.6271
C (-2.22, 1.68, -1.55)  -0.5213
H (-5.74, 2.47, -2.87)  0.3414
H (-4.43, 1.44, -3.60)  0.2762
H (-4.24, 3.15, -3.13)  0.3273
H (-1.62, 1.30, -0.72)  0.0391
H (-2.01, 2.73, -1.71)  0.4140
H (-1.94, 1.14, -2.45)  0.1834
C (2.25, -2.42, 3.05)  -0.6100
S (1.24, -3.96, 3.01)  0.4264
O (0.55, -4.04, 4.37)  -0.6721
C (-0.05, -3.36, 1.82)  -0.4404
H (1.65, -1.59, 3.43)  -0.0091
H (2.60, -1.97, 2.12)  0.2517
H (3.10, -2.48, 3.72)  0.4737
H (-0.96, -3.95, 1.84)  0.4404
H (0.39, -3.40, 0.82)  0.2654
H (-0.43, -2.37, 2.09)  -0.2136
C (0.78, 3.12, 1.97)  -0.6937
S (2.48, 2.70, 2.64)  0.5107
O (3.09, 3.99, 3.16)  -0.6851
C (1.96, 1.78, 4.11)  -0.5569
H (0.74, 3.98, 1.30)  0.4204
H (0.06, 3.35, 2.75)  0.2931
H (0.41, 2.32, 1.33)  0.0623
H (1.55, 0.87, 3.67)  -0.0452
H (1.27, 2.30, 4.78)  0.3201
H (2.87, 1.58, 4.68)  0.3560
C (0.98, 1.31, -4.68)  -0.8487
C (0.96, 1.18, -6.18)  0.6811
O (1.77, 1.72, -6.86)  -0.5482
C (-0.19, 0.43, -6.84)  -0.9432
H (0.96, 0.34, -4.19)  0.3141
H (0.05, 1.80, -4.41)  0.1575
H (1.81, 1.91, -4.29)  0.3355
H (-1.01, 0.26, -6.15)  0.2665
H (0.20, -0.55, -7.13)  0.2548
H (-0.36, 1.04, -7.73)  0.3372
C (-2.65, 0.96, 2.02)  -0.3722
C (-3.04, 0.53, 3.44)  0.4613
O (-4.07, 0.96, 3.97)  -0.6094
C (-2.18, -0.51, 4.12)  -0.7292
H (-1.57, 0.86, 1.90)  -0.0345
H (-2.82, 2.03, 1.89)  0.4389
H (-3.11, 0.43, 1.19)  0.1859
H (-2.77, -0.89, 4.96)  0.3322
H (-1.24, -0.07, 4.46)  0.2064
H (-1.99, -1.30, 3.40)  0.1361


The molecule C4H3NO3, computed with ωB97M-V/def2-TZVPD.

Summary:
ΔE to the lowest compared entry with this formula, charge and spin: 221.6 kJ/mol
Gap between HOMO and LUMO: 9.587 eV
HOMO energy: -9.287 eV
Structure (SMILES): O=COc1ncco1
Energy: -11827.23700 eV

Last column: Mulliken charge in e.
Atoms and positions in Å:
C (-2.30, -0.01, -0.06)  0.2049
C (-0.12, -0.72, -0.26)  0.6245
C (1.88, -0.34, 0.44)  -0.3975
C (1.51, 0.78, -0.28)  0.0092
H (-3.38, -0.04, -0.44)  0.3396
H (2.79, -0.44, 1.05)  0.3376
H (1.87, 1.78, -0.41)  0.3905
N (0.77, -1.22, 0.48)  -0.4605
O (-1.94, 0.75, 0.88)  -0.4247
O (-1.40, -1.09, -0.57)  -0.3261
O (0.31, 0.55, -0.83)  -0.2975


A structure of composition C19H28ClF6IO8, computed with ωB97M-V/def2-TZVPD.

Summary:
Gap between HOMO and LUMO: 9.201 eV
HOMO energy: -9.164 eV
Energy: -73461.91190 eV

Last column: Mulliken charge in e.
Atoms and positions in Å:
C (-2.17, -0.59, 5.78)  -0.8363
C (-2.66, 0.74, 5.01)  -0.1464
O (-1.64, 1.40, 4.23)  -0.3944
C (-1.17, 0.59, 3.13)  -0.6125
C (-0.92, 1.45, 1.77)  -0.6125
C (-1.00, 0.51, 0.46)  1.1391
C (0.19, -0.56, 0.58)  -1.4501
O (-2.39, 0.05, 0.42)  -0.0694
C (-3.11, 1.15, -0.22)  0.5142
O (-4.37, 1.25, -0.32)  -0.5446
O (-2.15, 2.10, -0.76)  -0.4293
C (-1.00, 1.24, -1.01)  -0.4221
I (-1.91, -0.36, -2.26)  0.0957
C (0.40, 1.85, -1.48)  -0.6042
C (0.30, 3.00, -2.59)  0.1688
C (1.79, 3.27, -3.21)  -1.0212
Cl (-0.78, 2.62, -4.02)  -0.1990
H (-1.19, -1.04, 5.38)  0.2617
H (-2.00, -0.35, 6.91)  0.2732
H (-2.97, -1.42, 5.78)  0.2504
H (-3.00, 1.48, 5.83)  0.3102
H (-3.62, 0.50, 4.40)  0.2052
H (-1.79, -0.36, 2.95)  0.4097
H (-0.11, 0.21, 3.44)  0.2299
H (-1.67, 2.32, 1.76)  0.3128
H (0.13, 1.93, 1.91)  0.3251
H (0.21, -1.30, -0.29)  0.3262
H (1.18, 0.05, 0.56)  0.3111
H (0.17, -1.19, 1.54)  0.3664
H (0.87, 2.34, -0.54)  0.3186
H (1.07, 0.97, -1.77)  0.3659
H (-0.05, 4.00, -2.14)  0.4066
H (1.89, 4.35, -3.61)  0.3273
H (2.63, 3.04, -2.46)  0.1033
H (1.90, 2.60, -4.15)  0.3175
C (-4.58, -2.07, -0.09)  -0.5848
C (-5.08, -3.08, 0.92)  -0.4256
O (-5.25, -4.38, 0.32)  -0.3050
C (-4.12, -5.10, 0.15)  0.3699
O (-3.02, -4.73, 0.48)  -0.5215
C (-4.45, -6.46, -0.46)  0.8589
F (-5.29, -6.37, -1.51)  -0.2444
F (-5.04, -7.28, 0.44)  -0.2519
F (-3.35, -7.11, -0.90)  -0.2397
H (-5.24, -2.04, -0.96)  0.3252
H (-4.53, -1.08, 0.35)  0.1495
H (-3.59, -2.34, -0.46)  0.1822
H (-6.06, -2.78, 1.29)  0.3610
H (-4.42, -3.15, 1.79)  0.3184
C (7.39, -0.50, -2.27)  -1.0941
C (7.37, 0.70, -1.33)  -0.2008
O (7.16, 1.92, -2.06)  -0.3310
C (5.88, 2.17, -2.41)  0.3895
O (4.95, 1.45, -2.16)  -0.5131
C (5.79, 3.51, -3.14)  0.8822
F (6.74, 3.66, -4.09)  -0.2502
F (5.93, 4.56, -2.29)  -0.2691
F (4.60, 3.69, -3.76)  -0.2062
H (8.13, -0.35, -3.06)  0.3046
H (7.63, -1.41, -1.72)  0.3679
H (6.43, -0.63, -2.76)  0.3089
H (8.34, 0.79, -0.84)  0.3171
H (6.62, 0.58, -0.54)  0.3053


The molecule C4H7N3, computed with ωB97M-V/def2-TZVPD.

Summary:
ΔE to the lowest compared entry with this formula, charge and spin: 55.7 kJ/mol
Gap between HOMO and LUMO: 10.456 eV
HOMO energy: -9.727 eV
Structure (SMILES): [H]/N=C(\C#N)NCC
Energy: -8731.10178 eV

Last column: Mulliken charge in e.
Atoms and positions in Å:
C (-1.84, 0.35, -0.38)  -0.9590
C (-0.99, -0.51, 0.58)  -0.4945
N (0.31, 0.10, 0.83)  -0.3540
C (1.36, -0.24, 0.02)  0.7071
N (1.43, -1.34, -0.62)  -0.6827
C (2.39, 0.80, -0.06)  0.0671
N (3.17, 1.65, -0.18)  -0.3726
H (-1.18, 1.02, -0.95)  0.3150
H (-2.56, 0.97, 0.15)  0.3047
H (-2.38, -0.27, -1.10)  0.2803
H (-0.80, -1.50, 0.16)  0.3577
H (-1.50, -0.66, 1.54)  0.3336
H (0.28, 1.07, 1.13)  0.2550
H (2.30, -1.42, -1.14)  0.2424


A cluster of 9 separate species, H18O9 in total, computed with ωB97M-V/def2-TZVPD.

Summary:
ΔE to the lowest compared entry with this formula, charge and spin: 339.2 kJ/mol
Gap between HOMO and LUMO: 10.835 eV
HOMO energy: -11.464 eV
Structure (SMILES): O.O.O.O.O.O.O.O.O
Energy: -18718.61958 eV

Last column: Mulliken charge in e.
Atoms and positions in Å:
H (0.08, 0.72, 0.29)  0.3455
H (0.56, 1.46, -0.95)  0.2164
H (-3.61, 0.77, -0.53)  0.3033
H (-4.07, 1.89, -1.45)  0.3125
H (-2.01, 2.87, 1.93)  0.3222
H (-1.23, 2.80, 0.62)  0.2930
H (3.98, 1.64, -1.04)  0.3237
H (2.60, 1.76, -1.69)  0.2822
H (2.80, 1.71, 1.31)  0.3327
H (2.25, 0.34, 0.92)  0.2103
H (-0.43, -2.20, 2.73)  0.3122
H (-1.39, -3.37, 2.65)  0.3166
H (-0.64, -1.29, -0.22)  0.2834
H (0.88, -1.22, -0.27)  0.2994
H (-3.32, -1.95, -1.24)  0.3024
H (-2.00, -2.14, -1.98)  0.3319
H (2.66, -2.23, -0.95)  0.3202
H (2.73, -0.98, -0.10)  0.3129
O (0.00, 0.72, -0.68)  -0.6110
O (-3.71, 1.73, -0.57)  -0.6020
O (-1.50, 3.41, 1.31)  -0.6130
O (3.43, 1.26, -1.74)  -0.5938
O (3.04, 0.78, 1.25)  -0.6000
O (-1.36, -2.41, 2.62)  -0.6327
O (0.16, -1.81, -0.02)  -0.5665
O (-2.94, -2.35, -2.04)  -0.6227
O (3.06, -1.88, -0.15)  -0.5790


A structure of composition C19H43OOsP3S, computed with ωB97M-V/def2-TZVPD.

Summary:
ΔE to the lowest compared entry with this formula, charge and spin: 79.2 kJ/mol
Gap between HOMO and LUMO (spin up / spin down): 3.910 / 3.965 eV
Multiplicity: 5
HOMO energy (spin up / spin down): -19.160 / -19.792 eV
Energy: -63569.77311 eV
Charge: +4

Last column: Mulliken charge in e.
Atoms and positions in Å:
Os (0.42, -0.11, -0.73)  1.2801
P (0.34, -2.32, -1.06)  0.7130
P (2.30, 0.15, 0.59)  0.3792
P (-1.84, 0.09, -0.15)  1.0371
H (0.87, 4.37, 0.93)  0.3015
C (-0.08, 4.36, 1.45)  -0.7234
C (-0.24, 3.62, 2.56)  -0.5404
H (0.57, 3.24, 3.20)  0.3376
C (1.21, -3.02, -2.55)  -1.2360
C (1.09, -3.32, 0.30)  -1.2749
C (-1.22, -3.21, -1.27)  -1.2932
C (2.67, 1.86, 1.11)  -0.9010
C (2.35, -0.73, 2.20)  -0.9636
C (3.96, -0.42, -0.07)  -1.3190
C (-2.47, 1.74, 0.38)  -0.9173
C (-2.66, -0.95, 1.13)  -0.9880
C (-2.92, -0.17, -1.64)  -1.3675
H (-0.91, 4.70, 0.86)  0.3152
H (-1.22, 3.55, 3.07)  0.4164
H (0.71, -2.61, -3.43)  0.4124
H (1.21, -4.12, -2.62)  0.4744
H (2.25, -2.67, -2.50)  0.4250
H (0.95, -4.35, -0.03)  0.6216
H (0.55, -3.12, 1.24)  0.1391
H (2.16, -3.11, 0.43)  0.4570
H (-0.89, -4.25, -1.34)  0.5970
H (-1.73, -2.90, -2.19)  0.3588
H (-1.86, -3.06, -0.40)  0.3585
H (3.66, 1.91, 1.60)  0.5309
H (1.89, 2.21, 1.82)  -0.0630
H (2.68, 2.53, 0.23)  0.4366
H (3.36, -0.71, 2.62)  0.5545
H (2.04, -1.78, 2.06)  0.3244
H (1.64, -0.23, 2.88)  -0.0145
H (4.71, -0.13, 0.69)  0.5210
H (4.20, 0.07, -1.02)  0.4100
H (4.01, -1.51, -0.21)  0.3852
H (-3.57, 1.71, 0.35)  0.5598
H (-2.11, 2.53, -0.28)  0.2024
H (-2.15, 1.97, 1.40)  0.1315
H (-3.75, -0.88, 1.02)  0.5353
H (-2.37, -0.56, 2.12)  0.0562
H (-2.34, -1.99, 1.07)  0.2277
H (-3.85, 0.40, -1.50)  0.4634
H (-3.17, -1.22, -1.77)  0.4169
H (-2.45, 0.19, -2.56)  0.2762
C (-0.14, 1.86, -3.04)  0.6321
C (0.79, 1.08, -3.78)  -0.2217
C (0.73, 1.02, -5.17)  -0.8113
C (-0.16, 1.82, -5.88)  -0.2397
C (-1.03, 2.69, -5.19)  -0.5487
C (-1.00, 2.74, -3.79)  -0.2015
O (-0.28, 1.72, -1.72)  -0.7284
H (1.80, -1.08, -0.95)  -0.3587
H (1.54, 0.48, -3.25)  0.5603
H (1.46, 0.35, -5.66)  0.4538
H (-0.15, 1.77, -6.97)  0.4775
H (-1.74, 3.32, -5.75)  0.4524
H (-1.69, 3.38, -3.24)  0.4806
C (-0.82, -2.31, 4.55)  -1.1190
S (-0.71, -0.67, 3.82)  0.6831
C (-0.98, 0.33, 5.28)  -0.9846
H (-1.04, -3.04, 3.77)  0.3441
H (-1.61, -2.32, 5.31)  0.5064
H (0.15, -2.55, 5.01)  0.4209
H (-1.61, -0.20, 5.99)  0.4597
H (-0.01, 0.57, 5.72)  0.3848
H (-1.47, 1.26, 4.96)  0.3041